# 1
C24H30N2O3 in the gas phase, computed with wB97M-V/def2-TZVPD.

## Properties
Orbital gap (eV): 8.85
Calculated total energy (Ha): -1267.77602
Total charge: 0
Relative energy (zero: lowest compared OMol25 entry of this formula, charge and spin) (kcal per mole): 56.7

Last column: natural (NBO) charge in e.
Atoms and positions in Å:
C: 6.754 -1.744 2.059  -0.25
O: 7.349 -1.551 0.800  -0.49
C: 6.559 -1.597 -0.310  0.31
C: 7.214 -1.409 -1.528  -0.25
C: 6.502 -1.445 -2.708  -0.18
C: 5.136 -1.668 -2.699  -0.26
C: 4.470 -1.851 -1.493  0.07
C: 3.016 -2.083 -1.470  -0.05
C: 2.422 -2.954 -2.380  -0.23
C: 1.056 -3.165 -2.349  -0.18
C: 0.255 -2.515 -1.427  -0.28
C: 0.836 -1.638 -0.516  0.24
N: 0.097 -0.933 0.441  -0.63
C: -1.249 -0.928 0.664  0.69
O: -2.041 -1.615 0.060  -0.61
C: -1.636 0.035 1.789  -0.31
C: -3.113 -0.102 2.163  -0.39
C: -4.027 0.461 1.078  -0.24
N: -3.698 1.849 0.797  -0.46
C: -4.651 2.476 -0.100  -0.20
C: -5.975 2.803 0.599  -0.26
C: -6.847 3.743 -0.251  -0.42
C: -6.649 5.095 0.440  -0.07
O: -6.523 4.789 1.808  -0.53
C: -5.744 3.612 1.895  -0.07
C: -2.337 1.936 0.304  -0.22
C: -1.369 1.493 1.396  -0.40
C: 2.212 -1.433 -0.543  -0.26
C: 5.188 -1.812 -0.299  -0.33
H: 7.566 -1.674 2.782  0.20
H: 6.285 -2.730 2.138  0.18
H: 6.011 -0.969 2.277  0.17
H: 8.279 -1.241 -1.517  0.22
H: 7.016 -1.297 -3.646  0.22
H: 4.581 -1.680 -3.624  0.22
H: 3.037 -3.479 -3.095  0.22
H: 0.603 -3.848 -3.052  0.22
H: -0.808 -2.680 -1.408  0.26
H: 0.657 -0.335 1.033  0.39
H: -1.021 -0.224 2.660  0.22
H: -3.358 -1.154 2.317  0.22
H: -3.290 0.441 3.093  0.21
H: -5.057 0.413 1.433  0.20
H: -3.942 -0.159 0.172  0.19
H: -4.853 1.849 -0.987  0.17
H: -4.208 3.415 -0.447  0.19
H: -6.513 1.879 0.814  0.21
H: -7.895 3.450 -0.193  0.21
H: -6.545 3.764 -1.296  0.21
H: -5.735 5.585 0.071  0.15
H: -7.492 5.777 0.325  0.19
H: -6.056 3.079 2.793  0.19
H: -4.678 3.862 1.985  0.17
H: -2.126 2.976 0.038  0.20
H: -2.186 1.315 -0.599  0.17
H: -1.526 2.124 2.273  0.22
H: -0.343 1.635 1.050  0.20
H: 2.660 -0.737 0.155  0.20
H: 4.660 -1.979 0.627  0.22

---

# 2
2 unconnected molecules or ions with the total composition C5H13NS, computed with wB97M-V/def2-TZVPD.

## Properties
Orbital gap (spin up / spin down) (eV): 2.48 / 7.23
Calculated total energy (Ha): -651.15475
Spin multiplicity: 2
Total charge: -1
Relative energy (zero: lowest compared OMol25 entry of this formula, charge and spin) (kcal per mole): 16.7

Last column: natural (NBO) charge in e.
Atoms and positions in Å:
C: 0.523 2.435 -0.801  -0.61
C: -0.659 1.618 -0.290  -0.42
C: -0.373 1.065 1.098  -0.52
S: -1.671 -0.099 1.623  -0.09
H: 0.379 2.710 -1.844  0.20
H: 1.462 1.887 -0.748  0.21
H: 0.619 3.364 -0.241  0.19
H: -1.547 2.258 -0.265  0.19
H: -0.887 0.791 -0.958  0.23
H: -0.290 1.874 1.818  0.19
H: 0.552 0.492 1.048  0.22
H: -1.053 -0.467 2.761  0.09
C: 1.233 -2.133 0.114  -0.43
C: -0.770 -2.505 -0.984  -0.46
N: 0.057 -2.924 -0.036  -0.61
H: 1.452 -1.954 1.177  0.15
H: 1.157 -1.144 -0.375  0.13
H: 2.121 -2.629 -0.322  0.13
H: -1.668 -3.065 -1.228  0.13
H: -0.635 -1.572 -1.548  0.08

---

# 3
10 unconnected molecules or ions with the total composition C20H30N10 at a distorted geometry, computed with wB97M-V/def2-TZVPD.

## Properties
Orbital gap (spin up / spin down) (eV): 11.26 / 2.37
Calculated total energy (Ha): -1327.09701
Spin multiplicity: 2
Total charge: +1
Relative energy (zero: lowest compared OMol25 entry of this formula, charge and spin) (kcal per mole): 36.4

Last column: natural (NBO) charge in e.
Atoms and positions in Å:
C: -0.497 -1.882 -3.360  -0.72
C: -1.109 -2.075 -4.677  0.34
N: -1.578 -2.259 -5.725  -0.16
H: -0.210 -2.797 -2.842  0.28
H: -1.200 -1.317 -2.747  0.29
H: 0.406 -1.305 -3.562  0.31
C: 2.372 5.573 1.021  -0.74
C: 1.928 4.218 0.733  0.34
N: 1.616 3.152 0.523  -0.40
H: 3.302 5.562 1.589  0.26
H: 1.746 6.288 1.555  0.28
H: 2.585 6.044 0.061  0.26
C: -5.420 3.174 0.996  -0.72
C: -4.108 2.699 0.525  0.34
N: -3.162 2.250 0.148  -0.41
H: -5.157 4.225 1.114  0.26
H: -5.585 2.735 1.980  0.26
H: -6.264 2.959 0.341  0.27
C: -2.780 -5.059 -1.790  -0.73
C: -3.087 -6.439 -1.514  0.30
N: -3.395 -7.529 -1.283  -0.25
H: -2.015 -5.093 -2.565  0.25
H: -2.460 -4.572 -0.868  0.27
H: -3.656 -4.508 -2.132  0.27
C: 2.872 -0.926 5.344  -0.74
C: 2.439 -1.090 4.012  0.34
N: 2.081 -1.081 2.926  -0.40
H: 2.684 0.078 5.724  0.27
H: 3.938 -1.150 5.308  0.27
H: 2.391 -1.653 5.999  0.27
C: 4.313 1.504 0.180  -0.72
C: 5.315 0.437 -0.073  0.30
N: 6.093 -0.420 -0.334  -0.35
H: 4.775 2.351 0.688  0.25
H: 3.462 1.113 0.737  0.26
H: 4.099 1.859 -0.829  0.26
C: 0.379 2.221 3.379  -0.72
C: 0.323 3.349 4.354  0.28
N: 0.245 4.194 5.071  -0.32
H: 0.098 1.253 3.794  0.25
H: 1.408 2.048 3.062  0.26
H: -0.249 2.492 2.530  0.26
C: -0.220 0.052 0.500  -0.77
C: -0.717 -1.199 0.007  0.50
N: -1.129 -2.228 -0.388  -0.25
H: -0.249 -0.143 1.572  0.32
H: -0.893 0.844 0.174  0.32
H: 0.795 0.292 0.183  0.33
C: 3.913 -2.135 -3.573  -0.75
C: 3.111 -1.300 -2.705  0.36
N: 2.460 -0.565 -2.038  -0.38
H: 4.029 -1.872 -4.624  0.28
H: 3.464 -3.127 -3.614  0.27
H: 4.885 -2.040 -3.088  0.29
C: -4.298 -1.032 -1.942  -0.73
C: -5.639 -1.466 -2.086  0.26
N: -6.710 -1.862 -2.151  -0.28
H: -3.687 -1.892 -1.666  0.24
H: -4.119 -0.377 -1.090  0.26
H: -3.936 -0.575 -2.863  0.25